[1]
Below is 2 unconnected molecules or ions with the total composition C26H34F at a distorted geometry, with properties calculated with ωB97M-V with the def2-TZVPD basis set.

Last column: natural (NBO) charge in e.
CARTESIAN COORDINATES (ANGSTROEM)
C -4.980 -0.483 1.185  -0.406
C -4.670 -1.833 0.521  -0.389
C -3.264 -1.957 -0.077  -0.401
C -2.152 -1.993 0.974  -0.405
C -0.747 -2.099 0.370  -0.379
C -0.327 -0.875 -0.461  -0.471
C -0.033 0.376 0.335  0.102
C 0.841 0.335 1.365  -0.451
C -0.549 1.711 -0.171  -0.450
C -2.073 1.826 -0.378  -0.388
C -2.851 1.914 0.929  -0.406
C -4.377 1.991 0.748  -0.389
C -5.031 0.715 0.211  -0.407
H -5.971 -0.566 1.658  0.216
H -4.270 -0.291 2.003  0.193
H -4.808 -2.622 1.273  0.206
H -5.401 -2.013 -0.279  0.206
H -3.213 -2.890 -0.659  0.205
H -3.087 -1.147 -0.800  0.185
H -2.217 -1.112 1.633  0.200
H -2.319 -2.867 1.623  0.212
H -0.026 -2.258 1.177  0.201
H -0.710 -2.982 -0.284  0.206
H 0.586 -1.154 -1.016  0.216
H -1.073 -0.646 -1.235  0.216
H 1.122 1.249 1.891  0.204
H 1.225 -0.614 1.738  0.204
H -0.221 2.484 0.539  0.211
H -0.059 1.931 -1.134  0.205
H -2.264 2.747 -0.950  0.211
H -2.445 1.005 -1.008  0.199
H -2.588 1.077 1.597  0.198
H -2.523 2.824 1.457  0.206
H -4.824 2.245 1.720  0.210
H -4.610 2.814 0.059  0.204
H -4.598 0.447 -0.763  0.189
H -6.091 0.936 0.019  0.216
F 7.358 0.099 3.187  -0.295
C 6.326 0.270 2.303  0.484
C 5.911 1.570 2.016  -0.282
C 4.874 1.728 1.113  -0.081
C 4.247 0.613 0.481  -0.199
C 3.181 0.909 -0.414  0.184
C 2.837 0.240 -1.616  -0.209
C 1.981 0.941 -2.528  -0.082
C 1.400 0.296 -3.601  -0.235
C 1.674 -1.060 -3.836  -0.085
C 2.610 -1.732 -3.035  -0.245
C 3.228 -1.085 -1.975  -0.046
C 4.696 -0.690 0.837  -0.098
C 5.748 -0.862 1.731  -0.280
H 6.387 2.429 2.482  0.263
H 4.527 2.726 0.843  0.230
H 2.700 1.878 -0.261  0.231
H 1.811 2.008 -2.358  0.231
H 0.730 0.848 -4.266  0.246
H 1.181 -1.581 -4.656  0.242
H 2.866 -2.769 -3.253  0.244
H 4.023 -1.580 -1.423  0.215
H 4.194 -1.565 0.430  0.226
H 6.111 -1.856 1.985  0.261

HOMO level: -12.02 eV
Charge: +1
Kohn-Sham gap: 6.2 eV
LUMO: -5.79 eV

***

[2]
Below is a molecular structure, C26H34N5OSSi2Zn, with properties calculated with ωB97M-V with the def2-TZVPD basis set.

Last column: natural (NBO) charge in e.
CARTESIAN COORDINATES (ANGSTROEM)
Zn 0.132 0.005 -0.371  1.644
C -1.490 2.536 2.548  -1.131
Si -1.989 0.775 2.122  1.750
C -2.994 0.194 3.620  -1.131
C -3.225 0.749 0.710  -1.141
C -0.544 -0.308 1.737  -1.577
C -1.047 -1.656 1.362  0.270
C -1.524 -2.668 2.214  -0.299
C -1.915 -3.884 1.684  -0.156
C -1.848 -4.095 0.310  -0.305
C -1.393 -3.058 -0.480  0.073
N -1.014 -1.886 0.032  -0.576
Si 0.806 -0.371 2.981  1.750
C 0.373 -0.857 4.760  -1.130
C 2.044 -1.695 2.432  -1.128
C 1.658 1.302 3.164  -1.136
H -2.325 3.218 2.353  0.232
H -0.636 2.888 1.964  0.244
H -1.231 2.611 3.611  0.223
H -3.845 0.866 3.785  0.223
H -2.396 0.181 4.537  0.220
H -3.394 -0.815 3.466  0.223
H -4.019 1.487 0.871  0.222
H -3.692 -0.240 0.631  0.226
H -2.732 0.972 -0.241  0.264
H -1.579 -2.484 3.279  0.218
H -2.274 -4.669 2.340  0.203
H -2.135 -5.040 -0.132  0.210
H -1.306 -3.145 -1.558  0.221
H -0.089 -1.849 4.815  0.218
H -0.313 -0.140 5.221  0.222
H 1.285 -0.886 5.368  0.223
H 1.864 -2.638 2.960  0.225
H 3.078 -1.392 2.622  0.227
H 1.943 -1.895 1.359  0.234
H 1.374 1.781 4.107  0.224
H 1.388 1.981 2.353  0.246
H 2.746 1.180 3.158  0.229
O -0.598 1.735 -1.027  -0.868
C -0.210 2.917 -0.690  0.405
C -1.120 4.001 -0.832  -0.287
C -0.815 5.278 -0.434  -0.192
C 0.436 5.571 0.126  -0.305
C 1.356 4.550 0.236  -0.189
C 1.083 3.239 -0.175  -0.181
C 2.142 2.231 -0.094  0.383
N 2.028 0.920 -0.197  -0.600
C 3.288 0.379 -0.100  -0.057
C 4.191 1.373 0.082  -0.115
N 3.454 2.542 0.076  -0.525
H -2.091 3.759 -1.251  0.214
H -1.552 6.066 -0.542  0.198
H 0.679 6.570 0.466  0.199
H 2.316 4.779 0.690  0.181
H 3.445 -0.683 -0.192  0.229
H 5.262 1.371 0.180  0.209
H 3.822 3.469 0.170  0.411
C 0.130 0.390 -7.113  -0.641
C 0.942 0.489 -5.851  0.254
C 2.013 1.366 -5.745  -0.374
C 2.670 1.369 -4.528  0.083
N 2.323 0.601 -3.507  -0.496
C 1.259 -0.218 -3.685  0.283
S 0.800 -1.286 -2.395  -0.502
N 0.569 -0.292 -4.845  -0.498
H 0.689 0.750 -7.977  0.199
H -0.780 0.986 -7.017  0.223
H -0.169 -0.646 -7.271  0.228
H 2.321 2.003 -6.564  0.204
H 3.526 2.020 -4.366  0.174

HOMO level: -4.53 eV
Charge: -1
Kohn-Sham gap: 7.2 eV
LUMO: 2.72 eV

***

[3]
Below is a molecular structure, C26H35CoN4O3SSi2, with properties calculated with ωB97M-V with the def2-TZVPD basis set.

Last column: Mulliken spin population.
CARTESIAN COORDINATES (ANGSTROEM)
Co 0.031 0.387 0.245  1.299
C -2.244 2.032 -1.828  0.009
Si -2.100 1.164 -0.129  -0.034
C -2.818 2.465 1.075  -0.019
C -3.411 -0.223 -0.197  0.008
C -4.784 -0.054 -0.386  0.003
C -5.640 -1.143 -0.432  0.000
C -5.128 -2.430 -0.286  0.000
C -3.766 -2.610 -0.097  0.002
C -2.894 -1.521 -0.051  -0.019
Si -1.000 -1.609 0.197  -0.168
C -0.761 -2.624 1.797  -0.015
C -0.388 -2.798 -1.170  -0.007
H -3.270 2.367 -2.011  -0.001
H -1.963 1.354 -2.637  0.000
H -1.586 2.903 -1.880  0.000
H -3.826 2.778 0.788  -0.001
H -2.188 3.358 1.111  0.007
H -2.864 2.054 2.087  0.000
H -5.196 0.945 -0.501  -0.001
H -6.705 -0.997 -0.581  0.000
H -5.794 -3.286 -0.319  0.000
H -3.378 -3.619 0.018  -0.001
H -1.337 -3.554 1.757  -0.001
H -1.081 -2.053 2.670  -0.001
H 0.291 -2.882 1.944  0.002
H -0.959 -3.732 -1.167  -0.001
H 0.667 -3.046 -1.025  0.004
H -0.480 -2.343 -2.158  0.000
C 4.832 -2.117 -1.405  0.000
N 3.912 -1.639 -0.394  0.001
C 4.140 -1.811 0.939  -0.003
C 3.310 -1.322 1.878  0.012
C 2.129 -0.610 1.429  0.012
O 1.266 -0.128 2.176  0.013
N 1.933 -0.464 0.087  -0.058
C 2.777 -0.945 -0.842  0.017
O 2.637 -0.750 -2.050  -0.005
H 5.695 -2.560 -0.910  0.000
H 5.151 -1.288 -2.036  0.000
H 4.353 -2.863 -2.040  0.000
H 5.042 -2.357 1.185  0.000
H 3.492 -1.461 2.932  0.000
C 0.855 6.209 0.142  0.000
C 2.196 6.219 0.864  0.001
C 2.633 4.840 1.351  -0.001
N 2.986 3.937 0.268  0.000
C 2.211 2.939 -0.204  -0.010
S 0.696 2.606 0.422  -0.047
N 2.738 2.211 -1.256  0.006
C 3.832 2.551 -2.041  0.000
O 4.649 1.738 -2.407  0.000
C 3.912 3.979 -2.507  -0.001
C 2.764 4.731 -2.742  0.001
C 2.876 6.028 -3.213  0.000
C 4.131 6.579 -3.438  0.000
C 5.277 5.830 -3.207  0.000
C 5.169 4.526 -2.751  0.000
H 0.575 7.215 -0.174  0.000
H 0.067 5.816 0.785  0.000
H 0.887 5.573 -0.741  0.000
H 2.146 6.883 1.732  0.000
H 2.973 6.628 0.209  0.000
H 1.845 4.359 1.929  0.000
H 3.515 4.931 1.992  0.000
H 3.883 4.091 -0.160  0.000
H 2.405 1.249 -1.334  0.001
H 1.789 4.294 -2.562  0.000
H 1.983 6.611 -3.400  0.000
H 4.216 7.595 -3.804  0.000
H 6.253 6.259 -3.391  0.000
H 6.045 3.913 -2.584  0.000

HOMO level (alpha / beta): -4.37 / -3.60 eV
Charge: -1
Kohn-Sham gap (alpha / beta): 6.5 / 5.7 eV
<S²>: 0.82
2S+1: 2
LUMO (alpha / beta): 2.09 / 2.09 eV

***

Energy relative to the best compared isomer or geometry (same formula, charge and spin) for the records above, in order: 0.0; 0.0; 3.9 kcal per mole